Below is a structure of composition C40H38GeS4SbSiTc, with properties calculated with wB97M-V/def2-TZVPD.

The total energy comes out at -158567.02917 eV. As for the energy above the lowest of the compared OMol25 structures with the same formula, charge and spin: 61.84 kcal per mole. The HOMO energy comes out at -7.596 eV. The LUMO energy comes out at -0.87 eV. The calculation puts the maximum force at 0.01090 Eh/bohr.

Element x y z (Å)
Tc1 0.003 -0.287 0.349
C1 -0.709 -3.429 -0.180
C2 0.162 -2.473 0.591
C3 -0.028 -2.387 2.041
C4 0.815 -1.729 2.855
C5 0.698 -1.783 4.348
C6 1.934 -0.924 2.281
C7 2.233 -1.055 0.801
C8 3.652 -1.069 0.277
C9 1.321 -1.940 0.024
H1 -1.768 -3.227 -0.005
H2 -0.513 -4.459 0.134
H3 -0.514 -3.355 -1.246
H4 -0.876 -2.926 2.457
H5 0.300 -0.852 4.761
H6 1.685 -1.922 4.801
H7 0.051 -2.604 4.657
H8 2.805 -0.816 2.927
H9 3.725 -0.557 -0.685
H10 3.946 -2.110 0.127
H11 4.352 -0.609 0.968
H12 1.642 -2.229 -0.964
S1 -3.722 4.387 0.177
Sb1 -2.296 3.023 -0.800
S2 -2.341 0.011 0.776
S3 -1.218 1.670 1.271
S4 -3.567 0.739 -0.725
C10 2.764 -2.752 -4.321
C11 1.399 -2.960 -4.172
C12 0.617 -2.007 -3.527
C13 1.173 -0.830 -3.017
C14 2.545 -0.630 -3.205
C15 3.335 -1.578 -3.842
Si1 0.128 0.383 -2.006
C16 0.728 2.067 -2.593
C17 1.822 2.724 -2.038
C18 2.333 3.887 -2.603
C19 1.738 4.425 -3.734
C20 0.632 3.794 -4.299
C21 0.141 2.626 -3.737
H13 3.378 -3.494 -4.822
H14 0.940 -3.862 -4.562
H15 -0.454 -2.181 -3.428
H16 3.007 0.296 -2.857
H17 4.397 -1.399 -3.974
H18 -1.253 0.210 -2.546
H19 2.276 2.323 -1.135
H20 3.191 4.378 -2.157
H21 2.131 5.334 -4.175
H22 0.159 4.214 -5.179
H23 -0.717 2.136 -4.195
C22 1.553 0.272 1.460
Ge1 2.411 1.964 2.039
C23 4.346 1.733 1.858
C24 4.987 1.895 0.626
C25 6.339 1.623 0.476
C26 7.082 1.172 1.562
C27 6.463 1.005 2.794
C28 5.109 1.286 2.936
C29 1.940 2.126 3.926
C30 0.699 1.680 4.382
C31 0.286 1.917 5.689
C32 1.118 2.606 6.561
C33 2.356 3.061 6.120
C34 2.759 2.826 4.813
C35 1.863 3.690 1.283
C36 2.772 4.523 0.630
C37 2.399 5.787 0.184
C38 1.103 6.240 0.372
C39 0.192 5.442 1.056
C40 0.582 4.194 1.525
H24 4.428 2.215 -0.251
H25 6.811 1.753 -0.492
H26 8.138 0.954 1.448
H27 7.035 0.658 3.649
H28 4.644 1.148 3.911
H29 0.030 1.152 3.704
H30 -0.688 1.571 6.021
H31 0.802 2.793 7.582
H32 3.008 3.606 6.796
H33 3.724 3.207 4.485
H34 3.796 4.202 0.470
H35 3.129 6.416 -0.315
H36 0.805 7.217 0.006
H37 -0.819 5.790 1.234
H38 -0.120 3.638 2.136

Below is a structure of composition C40H40AsNO3P2S2SnTe, with properties calculated with wB97M-V/def2-TZVPD.

The total energy comes out at -163972.80645 eV. As for the energy above the lowest of the compared OMol25 structures with the same formula, charge and spin: 35.86 kcal per mole. The HOMO energy comes out at -6.826 eV. The LUMO energy comes out at 0.10 eV. The calculation puts the maximum force at 0.01108 Eh/bohr.

Element x y z (Å)
Sn1 -0.140 -0.063 0.256
Te1 -1.049 3.522 2.790
C1 -2.422 5.081 3.053
C2 -2.898 5.845 1.994
C3 -3.820 6.845 2.260
N1 -4.281 7.135 3.472
C4 -3.813 6.401 4.477
C5 -2.898 5.369 4.327
C6 -1.402 3.168 0.739
P1 0.137 2.690 -0.021
C7 1.474 3.779 0.509
C8 1.330 5.160 0.380
C9 2.336 6.002 0.815
C10 3.492 5.474 1.378
C11 3.640 4.102 1.501
C12 2.630 3.253 1.066
C13 0.031 2.957 -1.811
C14 -0.786 3.956 -2.330
C15 -0.811 4.192 -3.694
C16 -0.030 3.423 -4.545
C17 0.774 2.416 -4.033
C18 0.805 2.184 -2.667
P2 -2.285 1.630 0.566
C19 -3.586 1.483 1.806
C20 -3.641 0.352 2.610
C21 -4.641 0.228 3.565
C22 -5.579 1.237 3.721
C23 -5.522 2.371 2.919
C24 -4.532 2.493 1.960
C25 -3.181 1.613 -1.015
C26 -3.331 0.434 -1.730
C27 -4.053 0.423 -2.916
C28 -4.632 1.591 -3.387
C29 -4.481 2.776 -2.678
C30 -3.752 2.788 -1.501
H1 -2.574 5.641 0.981
H2 -4.207 7.447 1.443
H3 -4.195 6.637 5.465
H4 -2.592 4.797 5.193
H5 0.422 5.574 -0.042
H6 2.216 7.074 0.721
H7 4.275 6.138 1.722
H8 4.536 3.687 1.944
H9 2.740 2.182 1.184
H10 -1.403 4.532 -1.651
H11 -1.449 4.969 -4.096
H12 -0.061 3.598 -5.613
H13 1.361 1.797 -4.698
H14 1.422 1.381 -2.278
H15 -2.886 -0.420 2.519
H16 -4.677 -0.654 4.191
H17 -6.355 1.144 4.469
H18 -6.247 3.164 3.045
H19 -4.490 3.386 1.349
H20 -2.875 -0.490 -1.389
H21 -4.147 -0.499 -3.474
H22 -5.194 1.582 -4.312
H23 -4.925 3.692 -3.048
H24 -3.608 3.711 -0.954
C31 2.768 -1.749 -1.924
As1 1.167 -2.691 -2.442
C32 0.788 -3.802 -0.914
C33 1.728 -3.894 -3.836
S1 -0.395 -1.448 -3.053
H25 3.553 -2.455 -1.655
H26 2.539 -1.127 -1.059
H27 3.093 -1.124 -2.756
H28 1.584 -4.533 -0.779
H29 -0.164 -4.305 -1.077
H30 0.727 -3.166 -0.032
H31 2.565 -4.506 -3.502
H32 2.014 -3.300 -4.702
H33 0.882 -4.526 -4.102
C34 3.560 3.846 5.684
C35 2.937 2.637 5.053
C36 1.643 2.241 5.389
C37 1.036 1.167 4.762
C38 1.726 0.474 3.780
C39 3.018 0.833 3.445
C40 3.617 1.907 4.087
S2 0.957 -0.898 2.978
O1 -0.350 -0.341 2.457
O2 0.758 -1.923 3.955
O3 1.792 -1.210 1.820
H34 3.230 3.974 6.714
H35 3.284 4.748 5.133
H36 4.648 3.778 5.680
H37 1.097 2.788 6.148
H38 0.025 0.887 5.026
H39 3.552 0.273 2.689
H40 4.632 2.181 3.825

Below is a structure of composition C40H40BaF5N4OPTe in a non-equilibrium geometry, with properties calculated with wB97M-V/def2-TZVPD.

The total energy comes out at -81003.96018 eV. As for the energy above the lowest of the compared OMol25 structures with the same formula, charge and spin: 65.14 kcal per mole. The HOMO energy comes out at -5.560 eV. The LUMO energy comes out at -0.04 eV. The calculation puts the maximum force at 0.02547 Eh/bohr.

Element x y z (Å)
Ba1 -0.295 0.374 -1.169
C1 2.894 1.691 -2.593
C2 2.899 2.264 -1.159
C3 3.448 1.249 -0.196
C4 4.712 1.395 0.359
C5 5.201 0.410 1.200
C6 4.412 -0.700 1.443
C7 3.171 -0.767 0.833
N1 2.680 0.179 0.035
N2 1.533 1.561 -3.134
C8 1.485 0.643 -4.269
C9 1.806 -0.792 -3.911
C10 2.169 -1.696 -4.902
C11 2.412 -3.013 -4.553
C12 2.312 -3.391 -3.223
C13 1.969 -2.421 -2.299
N3 1.718 -1.156 -2.634
C14 1.045 2.888 -3.510
C15 -0.441 2.965 -3.763
C16 -0.930 3.472 -4.959
C17 -2.301 3.570 -5.141
C18 -3.141 3.152 -4.125
C19 -2.568 2.657 -2.965
N4 -1.254 2.580 -2.776
H1 3.343 0.701 -2.578
H2 3.505 2.309 -3.267
H3 1.880 2.510 -0.838
H4 3.481 3.184 -1.104
H5 5.295 2.281 0.142
H6 6.177 0.509 1.658
H7 4.738 -1.496 2.097
H8 2.542 -1.630 1.003
H9 2.168 0.970 -5.070
H10 0.471 0.669 -4.685
H11 2.247 -1.372 -5.932
H12 2.680 -3.736 -5.311
H13 2.494 -4.410 -2.912
H14 1.875 -2.656 -1.245
H15 1.559 3.262 -4.410
H16 1.279 3.568 -2.689
H17 -0.245 3.779 -5.739
H18 -2.703 3.959 -6.067
H19 -4.216 3.193 -4.226
H20 -3.193 2.302 -2.152
C20 -1.709 -2.317 4.698
C21 -2.391 -0.990 4.920
C22 -3.060 -0.811 6.132
C23 -3.727 0.361 6.443
C24 -3.738 1.402 5.527
C25 -3.092 1.236 4.315
C26 -2.412 0.058 3.988
P1 -1.615 0.179 2.331
C27 -1.362 -1.554 1.779
C28 -0.078 -2.049 1.551
C29 0.127 -3.332 1.057
C30 -0.964 -4.134 0.772
C31 -2.246 -3.640 0.970
C32 -2.470 -2.361 1.464
C33 -3.875 -1.870 1.664
C34 0.045 0.818 2.698
C35 0.816 0.284 3.737
C36 2.066 0.771 4.058
C37 2.554 1.863 3.325
C38 1.814 2.431 2.323
C39 0.520 1.948 1.949
C40 -0.183 2.561 0.885
H21 -1.547 -2.812 5.655
H22 -0.748 -2.220 4.194
H23 -2.322 -2.978 4.082
H24 -3.045 -1.619 6.854
H25 -4.229 0.461 7.397
H26 -4.250 2.329 5.749
H27 -3.109 2.040 3.588
H28 0.757 -1.418 1.826
H29 1.134 -3.711 0.917
H30 -0.824 -5.135 0.384
H31 -3.101 -4.258 0.720
H32 -4.590 -2.554 1.208
H33 -4.005 -0.883 1.216
H34 -4.117 -1.772 2.725
H35 0.411 -0.540 4.320
H36 2.640 0.340 4.868
H37 3.527 2.278 3.568
H38 2.202 3.295 1.791
H39 0.151 3.540 0.553
H40 -1.259 2.420 0.852
F1 -3.823 -3.016 -1.974
Te1 -2.672 -1.762 -2.708
F2 -2.620 -2.875 -4.191
F3 -1.306 -2.719 -1.836
F4 -2.855 -0.846 -1.034
F5 -4.213 -0.908 -3.302
O1 -1.521 -0.535 -3.274

Below is a structure of composition C40H40FN5O4ReS2SeSi, with properties calculated with wB97M-V/def2-TZVPD.

The total energy comes out at -157509.05100 eV. As for the energy above the lowest of the compared OMol25 structures with the same formula, charge and spin: 53.44 kcal per mole. The HOMO energy (alpha / beta) comes out at -1.138 / -1.262 eV. The LUMO energy (alpha / beta) comes out at 3.74 / 3.74 eV. Its total charge is -2. The calculation puts the maximum force at 0.01402 Eh/bohr. The expectation value of S² is 0.76. As for the spin multiplicity: 2.

Element x y z (Å)
Re1 1.305 0.647 0.465
C1 1.047 -0.770 5.337
Si1 1.742 -0.368 3.611
C2 2.320 -2.050 3.021
C3 3.264 0.655 4.022
N1 0.664 0.438 2.526
C4 -0.646 0.742 2.739
C5 -1.290 0.875 3.993
C6 -2.635 1.184 4.122
C7 -3.435 1.419 3.013
C8 -2.835 1.351 1.759
C9 -1.508 1.029 1.667
F1 -0.957 1.010 0.402
H1 1.792 -1.409 5.825
H2 0.104 -1.320 5.308
H3 0.910 0.113 5.966
H4 2.989 -2.483 3.772
H5 2.854 -1.988 2.074
H6 1.475 -2.726 2.872
H7 3.927 0.060 4.659
H8 3.000 1.566 4.568
H9 3.825 0.931 3.132
H10 -0.701 0.753 4.887
H11 -3.058 1.257 5.119
H12 -4.483 1.667 3.112
H13 -3.379 1.552 0.846
O1 1.428 0.384 -1.743
S1 1.264 -0.829 -2.624
C10 0.017 -0.337 -3.843
C11 -1.329 -0.130 -3.216
C12 -1.663 1.118 -2.707
C13 -2.918 1.328 -2.156
C14 -3.833 0.288 -2.087
C15 -3.493 -0.969 -2.571
C16 -2.247 -1.175 -3.140
C17 2.687 -0.732 -3.762
C18 2.922 0.648 -4.295
C19 2.641 0.954 -5.624
C20 2.822 2.242 -6.109
C21 3.269 3.242 -5.258
C22 3.544 2.946 -3.929
C23 3.383 1.656 -3.448
H14 -0.005 -1.157 -4.566
H15 0.377 0.574 -4.321
H16 -0.936 1.923 -2.710
H17 -3.163 2.310 -1.771
H18 -4.808 0.450 -1.642
H19 -4.200 -1.789 -2.507
H20 -1.980 -2.155 -3.523
H21 2.479 -1.455 -4.555
H22 3.514 -1.100 -3.159
H23 2.274 0.175 -6.284
H24 2.601 2.465 -7.146
H25 3.399 4.252 -5.627
H26 3.872 3.725 -3.253
H27 3.594 1.432 -2.409
C24 -5.400 -4.789 -0.041
C25 -5.338 -6.279 0.160
O2 -6.306 -6.998 0.096
S2 -3.754 -7.032 0.490
C26 -2.619 -5.677 0.487
C27 -2.365 -4.954 1.654
C28 -1.505 -3.876 1.640
C29 -0.849 -3.484 0.455
C30 -1.081 -4.251 -0.701
C31 -1.952 -5.323 -0.685
C32 -0.020 -2.344 0.434
C33 0.640 -1.310 0.467
H28 -6.444 -4.502 -0.143
H29 -4.844 -4.513 -0.939
H30 -4.933 -4.258 0.786
H31 -2.864 -5.237 2.573
H32 -1.332 -3.298 2.539
H33 -0.567 -3.976 -1.613
H34 -2.130 -5.894 -1.589
Se1 3.814 0.162 0.433
C34 3.935 -1.466 -0.432
N2 4.022 -2.480 -0.989
O3 1.576 2.620 -0.337
N3 0.529 3.202 -1.125
C35 0.339 4.537 -0.909
C36 1.167 5.477 -0.267
N4 1.852 6.255 0.257
C37 -0.820 5.048 -1.543
N5 -1.774 5.453 -2.062
C38 0.572 3.746 2.940
O4 0.498 3.255 1.621
C39 1.650 2.641 1.115
C40 2.951 3.267 1.557
H35 1.154 4.673 2.987
H36 0.995 3.001 3.621
H37 -0.454 3.951 3.243
H38 3.760 2.839 0.966
H39 2.952 4.351 1.419
H40 3.139 3.041 2.605

Below is a structure of composition C40H40N13O4PbS in a non-equilibrium geometry, with properties calculated with wB97M-V/def2-TZVPD.

The total energy comes out at -85776.08775 eV. The HOMO energy comes out at -3.912 eV. The LUMO energy comes out at 1.90 eV. Its total charge is -1. The calculation puts the maximum force at 0.03096 Eh/bohr.

Element x y z (Å)
Pb1 -0.721 0.274 0.445
C1 -4.530 4.658 2.194
C2 -3.984 4.295 0.969
C3 -2.848 3.508 0.902
C4 -2.215 3.057 2.068
C5 -2.764 3.455 3.301
C6 -3.910 4.227 3.358
N1 -1.178 2.138 2.037
C7 -0.152 2.244 2.884
C8 0.351 3.497 3.344
C9 1.372 3.565 4.242
C10 1.932 2.393 4.807
C11 1.493 1.173 4.401
C12 0.485 1.057 3.410
N2 0.001 -0.109 2.963
N3 0.250 -1.183 3.617
C13 -0.481 -2.289 3.240
C14 -0.224 -3.485 3.942
C15 -1.024 -4.582 3.715
C16 -2.076 -4.487 2.807
C17 -2.241 -3.282 2.143
N4 -1.468 -2.221 2.330
H1 -5.422 5.270 2.239
H2 -4.454 4.628 0.051
H3 -2.424 3.217 -0.044
H4 -2.297 3.103 4.213
H5 -4.329 4.481 4.325
H6 -0.055 4.398 2.902
H7 1.779 4.529 4.522
H8 2.729 2.481 5.534
H9 1.919 0.249 4.766
H10 0.586 -3.499 4.657
H11 -0.859 -5.505 4.258
H12 -2.746 -5.320 2.642
H13 -3.052 -3.151 1.431
N5 3.119 -3.083 -0.767
C18 3.016 -3.929 0.307
C19 1.700 -3.915 0.658
N6 1.004 -3.071 -0.162
C20 1.876 -2.567 -1.004
C21 1.643 -1.589 -2.056
N7 0.752 -0.624 -2.066
C22 0.956 0.076 -3.218
C23 1.979 -0.478 -3.928
N8 2.416 -1.541 -3.185
H14 3.977 -2.778 -1.189
H15 3.863 -4.454 0.712
H16 1.198 -4.451 1.445
H17 0.357 0.938 -3.461
H18 2.431 -0.219 -4.869
H19 3.154 -2.169 -3.443
C24 6.468 0.036 -3.755
C25 5.473 0.513 -2.727
C26 4.796 1.716 -2.872
C27 3.905 2.159 -1.904
C28 3.649 1.384 -0.784
C29 4.317 0.175 -0.633
C30 5.231 -0.247 -1.585
S1 2.432 1.841 0.493
O1 2.868 3.143 0.956
O2 2.536 0.745 1.433
N9 1.014 1.831 -0.173
C31 0.596 2.997 -0.923
C32 -0.588 2.659 -1.846
O3 -0.695 3.265 -2.915
O4 -1.429 1.787 -1.421
H20 6.542 0.737 -4.585
H21 6.185 -0.942 -4.152
H22 7.457 -0.065 -3.305
H23 4.975 2.320 -3.755
H24 3.421 3.119 -2.019
H25 4.112 -0.402 0.259
H26 5.790 -1.170 -1.439
H27 1.386 3.425 -1.542
H28 0.244 3.792 -0.247
C33 -1.417 -4.844 -2.075
C34 -1.745 -3.408 -2.313
C35 -2.114 -2.701 -3.434
C36 -2.270 -1.364 -2.996
N10 -2.021 -1.276 -1.701
N11 -1.725 -2.515 -1.302
C37 -2.656 -0.190 -3.834
H29 -1.611 -5.444 -2.962
H30 -2.009 -5.234 -1.245
H31 -0.366 -4.945 -1.797
H32 -2.244 -3.077 -4.436
H33 -1.282 -2.652 -0.405
H34 -3.740 -0.054 -3.842
H35 -2.329 -0.354 -4.861
H36 -2.199 0.718 -3.444
N12 -3.855 0.852 -0.590
C38 -5.191 0.763 -0.567
C39 -5.534 0.123 0.607
C40 -4.306 -0.137 1.236
N13 -3.307 0.315 0.495
H37 -3.202 1.254 -1.271
H38 -5.812 1.157 -1.354
H39 -6.523 -0.108 0.964
H40 -4.112 -0.628 2.175